A 6-piece molecular cluster, C22H47Br2N6O5 overall, computed with the ωB97M-V functional and the def2-TZVPD basis.

Last column: Mulliken charge in e.
Positions of all 82 atoms, in Å:
Br  0.6353  2.3999  -1.5393  0.0332
Br  2.5648  4.5794  -3.3941  -0.1045
O  -2.1229  -0.3083  5.6347  -0.6913
O  -5.2113  -1.7166  1.9561  -0.6372
O  0.7506  -1.8442  -3.9922  -0.6481
O  5.5050  1.6191  -5.2377  -0.6788
O  1.9505  0.1849  2.4514  -0.5849
N  -5.5933  -3.6272  0.8523  -0.1573
N  -0.7089  -1.1075  -2.4666  0.0402
N  -4.3499  -0.3793  5.4346  -0.1563
N  2.5513  0.9250  4.4865  -0.0555
N  5.2394  2.5774  0.3462  0.1360
N  3.2930  1.5362  -5.5631  0.0214
C  2.4963  1.0281  5.9344  -0.9237
C  -6.3527  -4.5822  0.0659  -0.8710
C  -1.5288  -2.4952  -4.3196  -1.3625
C  -3.0001  -2.0137  4.1991  -0.9031
C  -3.1101  -0.8427  5.1389  0.7042
C  2.6112  2.4733  -1.4988  -0.2251
C  3.1368  1.6104  -0.2872  0.0342
C  1.7810  0.1606  3.6706  0.8318
C  -0.4060  -1.8006  -3.5951  0.9209
C  -2.0027  -0.9315  -1.8335  -0.9789
C  3.8996  2.2739  0.8878  -0.9934
C  -5.6348  -0.8629  4.9613  -0.6443
C  -5.9816  -2.4047  1.2964  0.8320
C  4.7087  -0.1730  -6.6119  -1.3455
C  4.3399  0.7065  -0.7833  -1.1868
C  2.0371  1.0169  -6.0751  -0.7575
C  5.4659  1.7491  -0.6202  -0.0599
C  3.1782  3.9213  -1.6096  -0.1623
C  -7.3716  -1.9401  0.9514  -1.4453
C  4.5483  1.0558  -5.7564  0.8931
C  2.6234  4.9374  -0.5655  -1.0486
C  0.7300  -0.6996  4.3107  -1.3377
H  2.2943  2.0653  6.2064  0.2979
H  4.4108  -0.1434  -0.0675  0.4123
H  2.1845  0.1308  -6.6837  0.3388
H  -1.9941  -3.2397  -3.6718  0.3660
H  3.2719  2.3594  -4.9833  0.0375
H  -2.7910  -1.4432  -2.3764  0.3394
H  4.1682  -1.0132  -6.1728  0.3446
H  4.2784  3.9295  -1.6851  0.4211
H  4.0684  1.4132  1.5768  0.1969
H  -1.1286  -3.0007  -5.1945  0.3132
H  3.2343  1.4762  3.9950  0.1277
H  -8.1137  -2.6211  1.3708  0.3955
H  3.1815  4.8721  0.3907  0.2557
H  -4.3400  0.4035  6.0689  0.2490
H  1.7240  0.3919  6.3541  0.3690
H  0.0937  -0.6712  -2.0418  0.0490
H  1.5556  1.7905  -6.6765  0.3000
H  3.4648  0.7382  6.3454  0.2986
H  -2.2313  0.1352  -1.7881  0.2555
H  2.2790  0.9882  0.0153  0.9455
H  -7.4922  -1.8775  -0.1311  0.4027
H  -6.2307  -1.1635  5.8263  0.3051
H  -7.5319  -0.9516  1.3742  0.2944
H  5.8754  3.3179  0.6165  0.2832
H  4.2158  0.2181  -1.7625  0.4713
H  -6.4346  -5.5146  0.6267  0.2942
H  -1.9505  -2.2663  4.0651  0.1635
H  -4.6531  -3.8704  1.1215  0.2209
H  -2.2736  -1.7691  -4.6491  0.3521
H  -6.1439  -0.0479  4.4447  0.2704
H  1.3874  0.7693  -5.2334  0.1658
H  1.1925  -1.4174  4.9901  0.3687
H  4.3436  0.0186  -7.6219  0.3857
H  2.9412  1.9451  -2.4158  -0.0044
H  0.0111  -0.0827  4.8507  0.4229
H  -3.5140  -2.8812  4.6164  0.3606
H  3.3851  2.9859  1.5481  0.3805
H  -5.5316  -1.7035  4.2856  0.1313
H  -1.9542  -1.3228  -0.8155  0.3648
H  0.1980  -1.2483  3.5383  0.2261
H  -7.3477  -4.2152  -0.1643  0.3410
H  -3.4242  -1.7596  3.2289  0.2517
H  5.7628  -0.4317  -6.6693  0.3057
H  1.5457  4.7941  -0.3797  0.2849
H  -5.8174  -4.7775  -0.8649  0.2815
H  2.8040  5.9486  -0.9701  0.4443
H  6.3548  1.7158  -1.2665  0.4302

Atomic forces in eV per Å
0.678 0.108 0.070
0.433 -0.094 0.366
0.036 -0.004 -0.049
-0.155 -0.003 -0.221
-0.004 0.036 -0.058
0.060 -0.081 0.209
0.281 0.230 -0.115
-0.259 0.314 0.018
-0.181 -0.236 -0.277
0.276 -0.283 -0.209
-0.321 -0.308 -0.204
-0.500 -0.822 -1.592
0.281 -0.398 -0.082
0.339 0.276 -0.171
0.460 -0.123 0.146
-0.001 -0.046 -0.076
0.173 0.013 -0.020
0.005 0.208 0.216
0.958 0.008 0.060
0.201 -0.302 -0.891
-0.014 -0.113 -0.054
0.326 0.094 0.052
0.448 0.207 0.218
-1.286 -1.431 1.730
0.006 0.336 0.475
0.257 -0.016 0.064
0.100 -0.036 -0.021
-0.463 1.120 0.373
-0.065 0.441 0.285
0.115 -1.736 -0.334
-1.587 0.275 -0.079
-0.038 0.085 0.042
-0.017 0.199 0.113
0.823 -0.042 -0.267
0.098 0.088 -0.109
-0.062 -0.087 0.184
0.494 0.648 -0.058
0.062 0.014 0.067
-0.129 0.081 -0.034
-0.097 0.157 -0.048
0.077 -0.003 -0.045
-0.094 0.009 -0.144
-0.588 -0.057 0.033
-0.189 0.451 -0.229
0.088 0.057 0.069
0.042 0.046 0.092
-0.049 -0.009 -0.154
-0.366 -0.029 -0.437
-0.027 0.002 0.011
-0.007 0.014 -0.110
-0.044 0.049 0.048
-0.095 -0.144 -0.081
-0.105 -0.021 0.172
-0.215 -0.065 0.046
0.708 0.270 0.519
-0.126 -0.096 0.028
-0.125 -0.055 -0.123
0.112 -0.045 0.019
-0.095 0.034 0.089
0.337 0.677 0.141
-0.156 -0.047 -0.143
-0.009 0.069 0.160
-0.005 -0.051 -0.008
-0.098 -0.091 0.084
-0.130 -0.189 -0.115
-0.093 -0.167 -0.159
-0.100 0.072 0.116
-0.092 -0.127 0.034
-0.498 0.260 0.463
-0.041 -0.200 0.127
-0.093 0.005 -0.144
0.522 0.420 -0.864
0.123 0.095 -0.029
-0.228 0.020 -0.001
0.079 0.087 -0.048
0.051 0.053 0.048
-0.164 -0.154 0.067
-0.019 0.110 0.057
0.543 0.034 -0.176
-0.188 -0.088 -0.067
-0.212 -0.421 0.333
-0.164 0.449 0.602

Computed properties:
LUMO ... -4.27 eV
Charge ... +1

C22H47CeClF6OP2 as an isolated structure, computed with the ωB97M-V functional and the def2-TZVPD basis.

Last column: Löwdin spin population.
Positions of all 80 atoms, in Å:
Ce  -0.1512  0.0719  -0.7923  0.9449
Cl  -0.5038  2.5423  -0.3032  -0.0036
P  -2.5163  -0.9293  0.5700  0.0251
P  2.2288  0.1872  -1.7936  0.0014
F  1.6265  3.1070  2.1366  0.0000
F  2.1447  -0.4124  4.5589  0.0001
F  2.7575  2.5723  3.9660  0.0001
F  -0.0199  -0.6403  4.1546  0.0000
F  3.1348  1.5139  2.0926  0.0000
F  1.4376  -1.2292  2.6692  -0.0003
O  -0.9529  -0.5924  1.0040  0.0040
C  2.1246  -0.6097  -3.4235  0.0005
C  2.7710  1.9259  -2.0130  0.0003
C  1.0566  1.1099  3.1208  0.0021
C  -3.5331  0.0169  -2.1469  0.0042
C  1.1806  -0.2599  3.5854  0.0003
C  -2.5856  0.4977  2.8164  -0.0001
C  3.2521  -0.9443  -0.7602  -0.0001
C  4.6912  -0.9025  -1.2720  -0.0001
C  -3.4983  -2.8682  2.0601  0.0000
C  2.1742  2.0536  2.8408  0.0002
C  -2.3300  -2.6214  1.1191  0.0004
C  0.7844  -0.4847  -4.2029  -0.0004
C  -0.0713  1.8701  3.6253  0.0001
C  -3.8058  1.5240  0.9000  0.0008
C  -1.0060  -2.9220  1.8349  -0.0004
C  -3.4435  -1.1676  -1.1548  0.0178
C  3.2934  -0.0698  -4.2669  -0.0001
C  -4.8634  -1.7071  -0.8524  0.0048
C  3.0969  2.6049  -0.6602  0.0000
C  3.2376  -0.6783  0.7481  -0.0004
C  1.6595  2.7669  -2.6909  0.0001
C  -3.4601  0.1963  1.6320  0.0007
H  -2.8271  1.4119  3.3483  0.0000
H  -2.9240  2.0242  0.4244  0.0003
H  3.1933  3.7027  -0.7336  0.0000
H  0.9722  -0.6321  -5.2714  0.0000
H  2.7704  -1.9332  -0.8753  -0.0004
H  2.2404  2.4565  0.0095  0.0000
H  -4.5343  0.4733  -2.1448  0.0001
H  -3.3423  -0.3259  -3.1753  0.0001
H  1.5129  2.4793  -3.7412  0.0000
H  3.0314  0.9169  -4.6786  0.0000
H  1.9172  3.8355  -2.6288  0.0000
H  0.8419  -1.3428  0.3348  -0.0024
H  0.6794  2.7064  -2.1615  0.0001
H  -5.5012  -1.6943  -1.7505  0.0015
H  2.2790  -1.6806  -3.1946  0.0000
H  -1.0096  0.0534  -2.3794  -0.0042
H  -0.1771  -3.1004  1.1473  -0.0004
H  4.0952  -0.0823  1.0725  0.0000
H  -5.3768  -1.0827  -0.1050  0.0002
H  -3.3277  -2.3436  3.0204  0.0000
H  -4.6004  1.3869  0.1369  0.0000
H  5.0190  0.1429  -1.4262  0.0000
H  -4.4680  -2.5637  1.6421  0.0000
H  4.7655  -1.4693  -2.2048  0.0000
H  -1.6093  0.6633  2.3892  0.0001
H  -3.5394  -3.9476  2.2488  0.0000
H  5.3575  -1.3424  -0.5089  0.0000
H  4.2298  0.0188  -3.7032  0.0000
H  0.0417  -1.2462  -3.9127  -0.0001
H  -2.3857  -3.2549  0.2202  0.0000
H  -2.4479  -0.3554  3.4718  0.0000
H  -0.8815  1.2802  4.1098  0.0000
H  0.3037  0.5044  -4.1098  -0.0001
H  2.3647  -0.1035  1.0572  -0.0002
H  3.6976  1.8956  -2.6243  0.0000
H  -0.5462  2.5552  2.8290  0.0001
H  3.4715  -0.7698  -5.0978  0.0000
H  -4.1779  2.2220  1.6750  0.0001
H  0.5375  2.5278  4.2971  0.0000
H  3.1939  -1.5999  1.3359  -0.0001
H  -0.7308  -2.0779  2.4741  0.0000
H  -1.0948  -3.7736  2.5181  0.0000
H  -4.3637  -0.3752  1.9064  0.0002
H  4.0220  2.1916  -0.2178  0.0000
H  -2.8393  0.8496  -1.9700  0.0021
H  -4.8522  -2.7429  -0.4927  0.0001
H  -2.8915  -1.9797  -1.6629  0.0006

Atomic forces in eV per Å
0.404 0.745 1.685
-0.671 1.662 0.669
2.696 0.157 0.808
0.843 0.080 0.711
1.262 0.382 0.492
0.361 -0.952 0.327
0.734 0.787 -0.180
0.494 -0.758 0.244
1.256 0.923 0.439
0.258 -0.560 0.782
-4.695 0.134 -0.570
0.489 -0.095 -0.729
1.169 0.863 -0.118
0.943 -1.349 -1.991
-0.390 0.714 0.008
-0.447 2.237 -0.326
0.501 -0.196 -0.188
1.139 0.102 -0.013
0.406 -0.474 0.278
-0.431 -0.939 0.419
-3.075 -2.447 0.081
-0.758 -1.152 0.344
0.081 0.062 -0.144
-0.936 2.457 0.531
-0.245 0.134 -0.179
0.041 0.123 0.612
0.437 0.264 -0.067
-0.026 -0.523 -0.633
-0.095 -0.042 0.342
-0.094 -0.536 0.148
-0.251 0.666 -0.085
-0.287 -0.233 -0.246
-1.192 0.136 -0.403
-0.546 -0.097 0.105
-0.581 -0.624 0.428
0.120 -0.453 -0.362
0.226 -0.092 -0.045
0.219 0.527 -0.398
0.449 -0.045 0.034
-0.009 -0.284 0.196
0.036 0.042 0.444
0.030 0.174 0.148
0.147 -0.303 0.086
0.172 -0.320 -0.217
0.745 -1.079 -1.043
0.943 -0.176 -0.523
0.438 0.087 0.103
0.106 0.368 -0.154
-1.810 -0.580 -2.918
-0.146 0.259 0.076
0.144 -0.267 -0.295
0.108 -0.165 -0.190
-0.149 -0.285 -0.477
0.453 0.103 0.373
-0.044 -0.458 0.010
0.221 -0.103 0.251
0.346 0.156 0.017
0.219 0.274 0.252
-0.195 0.176 0.269
-0.073 0.031 -0.445
-0.273 0.000 -0.170
0.334 0.486 0.095
-0.329 0.039 0.200
-0.153 -0.005 0.334
1.189 0.904 0.028
0.246 -0.524 0.125
0.161 -0.384 -0.232
-0.465 0.426 0.087
0.391 -0.931 1.086
0.028 0.336 -0.018
0.064 -0.301 -0.439
-1.967 0.451 0.618
0.166 0.076 -0.386
0.052 -0.405 -0.245
-0.345 -0.250 -0.274
-0.020 0.551 -0.038
-0.544 0.194 -0.013
-0.128 -0.509 0.008
0.052 0.233 0.026
0.053 0.375 0.434

Computed properties:
LUMO (spin up / spin down) ... 2.11 / 2.11 eV
Charge ... -1
Expectation value of S² ... 0.752
2S+1 ... 2

Which of these has the highest charge?
C22H47Br2N6O5